(1)
Here is a structure of composition C33H39IN4S5Sc from OMol25. Energies are from the ωB97M-V functional and the def2-TZVPD basis.

HOMO: -9.663 eV
frontier orbital gap: 0.26019 Ha
LUMO energy: -2.582 eV
M: 823.9 Da
energy above the lowest of the compared OMol25 structures with the same formula, charge and spin: 24.6 kcal per mole

```
! RIJCOSX wB97M-V def2-TZVPD def2/J DEFGRID3
* xyz 1 1
Sc 0.349 0.221 0.108
S -0.200 2.326 1.509
C -1.356 1.804 2.700
C -2.215 2.761 3.247
C -3.164 2.410 4.181
C -3.276 1.091 4.601
C -2.412 0.140 4.098
C -1.463 0.486 3.147
S -0.373 -0.803 2.548
C -1.648 -1.958 1.890
C -1.230 -2.695 0.656
C -1.552 -4.041 0.562
C -1.310 -4.713 -0.622
C -0.755 -4.006 -1.671
C -0.407 -2.670 -1.491
C 0.280 -2.002 -2.646
S 0.287 -0.170 -2.699
C 2.039 0.149 -2.890
C 2.456 0.901 -3.978
C 3.783 1.264 -4.094
C 4.691 0.861 -3.122
C 4.283 0.088 -2.056
C 2.940 -0.265 -1.900
S 2.444 -1.187 -0.504
N -0.634 -2.021 -0.343
H -2.105 3.784 2.921
H -3.815 3.165 4.591
H -4.022 0.810 5.325
H -2.463 -0.880 4.446
H -2.522 -1.337 1.662
H -1.901 -2.666 2.680
H -2.003 -4.542 1.402
H -1.560 -5.757 -0.723
H -0.568 -4.483 -2.619
H -0.174 -2.323 -3.583
H 1.329 -2.303 -2.645
H 1.732 1.196 -4.722
H 4.110 1.865 -4.929
H 5.724 1.168 -3.190
H 4.986 -0.236 -1.302
I 3.197 1.190 1.845
C 2.901 2.347 0.092
C 3.831 3.321 -0.225
C 3.579 4.128 -1.321
C 2.403 3.942 -2.033
C 1.556 2.919 -1.653
N 1.800 2.108 -0.617
H 4.718 3.446 0.376
H 4.279 4.898 -1.603
H 2.150 4.575 -2.867
H 0.638 2.727 -2.200
C -6.314 4.874 -0.512
C -4.991 4.516 -1.177
C -4.035 3.833 -0.198
C -2.652 3.587 -0.804
N -2.707 2.693 -1.945
C -2.721 1.359 -1.868
S -2.460 0.558 -0.402
N -2.953 0.672 -2.992
C -3.082 -0.764 -3.080
C -4.528 -1.251 -2.958
C -5.432 -0.868 -4.132
C -5.916 0.581 -4.105
H -6.983 5.347 -1.226
H -6.151 5.562 0.314
H -6.802 3.982 -0.124
H -4.523 5.427 -1.560
H -5.189 3.856 -2.027
H -4.456 2.880 0.131
H -3.911 4.462 0.684
H -1.985 3.152 -0.054
H -2.217 4.527 -1.149
H -3.022 3.115 -2.808
H -3.195 1.189 -3.827
H -2.492 -1.195 -2.266
H -2.661 -1.082 -4.038
H -4.949 -0.872 -2.025
H -4.487 -2.339 -2.888
H -6.305 -1.520 -4.096
H -4.918 -1.066 -5.075
H -6.210 0.866 -3.097
H -6.781 0.693 -4.754
H -5.156 1.276 -4.456
*
```

These are the Löwdin partial charges, in e, on atoms 1 to 2:
1 Sc 0.36
2 S 0.57

(2)
Here is an isolated molecule of C9H14N4O from OMol25. Energies are from the ωB97M-V functional and the def2-TZVPD basis.

HOMO: -6.983 eV
frontier orbital gap: 0.28258 Ha
LUMO energy: 0.706 eV
SMILES string: [H]/N=c1\n(C)c2ocnc2n1C(C)(C)C
M: 194.2 Da
energy above the lowest of the compared OMol25 structures with the same formula, charge and spin: 61.3 kcal per mole

```
! RIJCOSX wB97M-V def2-TZVPD def2/J DEFGRID3
* xyz 0 1
H 0.251 3.193 0.487
N 0.616 2.304 0.180
C -0.186 1.331 0.027
N -1.634 1.384 0.168
C -2.569 2.442 -0.006
C -2.072 0.077 -0.007
O -3.209 -0.675 -0.083
C -2.742 -1.955 -0.266
N -1.419 -2.076 -0.369
C -0.989 -0.787 -0.212
N 0.203 -0.059 -0.178
C 1.541 -0.625 -0.030
C 1.416 -2.192 -0.230
C 2.478 -0.012 -1.048
C 1.812 -0.314 1.413
H -3.508 2.094 -0.142
H -2.562 2.962 0.868
H -2.238 3.201 -0.770
H -3.566 -2.603 -0.458
H 0.656 -2.668 0.402
H 1.286 -2.326 -1.351
H 2.365 -2.431 0.264
H 3.115 -0.689 -1.452
H 3.032 0.891 -0.690
H 2.028 0.304 -2.026
H 1.594 0.621 1.768
H 1.356 -0.950 2.149
H 2.946 -0.443 1.592
*
```

These are the Löwdin partial charges, in e, on atoms 1 to 2:
1 H 0.04
2 N 0.14

(3)
Here is a cluster of 2 separate species, C23H27FO4 in total from OMol25. Energies are from the ωB97M-V functional and the def2-TZVPD basis.

HOMO: -6.609 eV
frontier orbital gap: 0.13792 Ha
LUMO energy: -2.856 eV
M: 386.5 Da
energy above the lowest of the compared OMol25 structures with the same formula, charge and spin: 93.6 kcal per mole

```
! RIJCOSX wB97M-V def2-TZVPD def2/J DEFGRID3
* xyz 0 1
C -2.608 -0.990 3.849
C -2.845 0.087 2.833
O -1.636 0.279 2.075
C -1.804 1.162 1.071
C -0.612 1.524 0.337
C -0.698 2.729 -0.568
C -0.879 4.040 0.205
C -1.793 2.543 -1.610
C 0.641 1.157 0.955
O 0.911 0.137 1.582
O 1.558 2.132 0.724
C 2.867 1.864 1.289
C 2.963 2.281 2.724
O -2.924 1.638 0.834
H -3.528 -1.143 4.408
H -2.350 -1.940 3.376
H -1.833 -0.721 4.572
H -3.666 -0.207 2.167
H -3.147 1.021 3.328
H 0.260 2.788 -1.097
H -0.058 4.157 0.920
H -0.859 4.882 -0.494
H -1.828 4.034 0.752
H -1.593 1.623 -2.168
H -2.755 2.446 -1.097
H -1.798 3.376 -2.325
H 3.011 0.783 1.233
H 3.559 2.391 0.625
H 3.971 2.078 3.092
H 2.730 3.339 2.877
H 2.268 1.666 3.301
F 3.706 -1.081 -4.194
C 2.370 -0.836 -3.957
C 1.660 -0.145 -4.943
C 0.290 0.058 -4.707
C -0.307 -0.424 -3.554
C 0.432 -1.102 -2.532
C -0.286 -1.546 -1.390
C 0.032 -2.622 -0.527
C -0.945 -2.976 0.456
C -0.724 -3.985 1.378
C 0.506 -4.666 1.399
C 1.466 -4.378 0.420
C 1.204 -3.439 -0.578
C 1.821 -1.270 -2.756
H 2.152 0.233 -5.830
H -0.304 0.601 -5.451
H -1.389 -0.351 -3.435
H -1.270 -1.100 -1.248
H -1.904 -2.452 0.421
H -1.512 -4.246 2.091
H 0.705 -5.411 2.170
H 2.424 -4.909 0.428
H 1.884 -3.373 -1.427
H 2.465 -1.737 -2.005
*
```

These are the Löwdin partial charges, in e, on atoms 1 to 2:
1 C -0.07
2 C -0.24

(4)
Here is a structure of composition C9H11Cl2GaLuNO4 from OMol25. Energies are from the ωB97M-V functional and the def2-TZVPD basis.

HOMO: -21.436 eV
frontier orbital gap: 0.14402 Ha
LUMO energy: -17.517 eV
M: 512.8 Da
energy above the lowest of the compared OMol25 structures with the same formula, charge and spin: 6.5 kcal per mole

```
! RIJCOSX wB97M-V def2-TZVPD def2/J DEFGRID3
* xyz 4 1
Lu 0.707 -2.285 -4.211
Ga -0.045 -0.370 0.410
Cl 0.331 0.021 -4.571
Cl 1.871 -1.471 0.595
C 0.089 -0.082 2.445
C -1.460 -2.741 -3.889
C 0.260 -3.676 -2.357
O 0.745 -0.001 3.395
O -2.551 -3.102 -3.797
O -0.096 -4.523 -1.657
O 0.476 1.564 0.009
C 0.177 2.716 0.490
C -0.978 2.993 1.406
C -0.504 3.351 2.816
C -0.017 4.796 2.978
C 1.207 5.149 2.146
C 0.955 5.088 0.634
N 0.972 3.714 0.117
H -1.539 3.836 0.973
H -1.648 2.127 1.421
H -1.333 3.194 3.518
H 0.283 2.653 3.123
H -0.834 5.489 2.730
H 0.226 4.951 4.036
H 1.510 6.178 2.387
H 2.055 4.503 2.411
H -0.010 5.571 0.413
H 1.753 5.634 0.119
H 1.600 3.490 -0.656
*
```

These are the Löwdin partial charges, in e, on atoms 1 to 2:
1 Lu 1.51
2 Ga 0.69

(5)
Here is an isolated molecule of C3H6N2S2 from OMol25. Energies are from the ωB97M-V functional and the def2-TZVPD basis.

HOMO (alpha / beta): -7.619 / -7.626 eV
frontier orbital gap (alpha / beta): 0.25992 / 0.25586 Ha
LUMO energy (alpha / beta): -0.546 / -0.664 eV
M: 134.2 Da
energy above the lowest of the compared OMol25 structures with the same formula, charge and spin: 92.3 kcal per mole

```
! RIJCOSX wB97M-V def2-TZVPD def2/J DEFGRID3
* xyz 0 1
C 0.188 -0.943 -0.927
C 0.289 -1.941 -1.883
C -0.286 1.383 1.349
N 2.028 -0.326 -3.144
N 0.834 0.173 -1.039
S 1.489 -1.755 -3.099
S 0.935 1.416 -0.057
H -0.552 -0.910 -0.105
H -0.112 -2.900 -1.633
H 0.350 1.797 2.165
H -0.582 0.296 1.381
H -1.095 2.044 0.978
H 2.126 0.394 -2.461
*
```

These are the Löwdin partial charges, in e, on atoms 1 to 2:
1 C -0.34
2 C -0.39

(6)
Here is an isolated molecule of C4H4N2O2 from OMol25. Energies are from the ωB97M-V functional and the def2-TZVPD basis.

HOMO: -11.495 eV
frontier orbital gap: 0.42803 Ha
LUMO energy: 0.152 eV
SMILES string: N#CC1([N+](=O)[O-])CC1
M: 112.1 Da
energy above the lowest of the compared OMol25 structures with the same formula, charge and spin: 120.6 kcal per mole

```
! RIJCOSX wB97M-V def2-TZVPD def2/J DEFGRID3
* xyz 0 1
N 1.441 -2.510 -0.071
C 0.862 -1.514 -0.045
C 0.208 -0.205 -0.099
N 1.292 0.960 -0.087
O 2.432 0.746 0.148
O 0.758 2.021 -0.154
C -1.039 0.013 0.780
C -1.066 0.076 -0.714
H -1.145 0.977 1.290
H -1.260 -0.911 1.322
H -1.323 -0.723 -1.277
H -1.161 1.068 -1.094
*
```

These are the Löwdin partial charges, in e, on atoms 1 to 2:
1 N 0.18
2 C -0.14

(7)
Here is a cluster of 3 separate species, C3H10N in total from OMol25. Energies are from the ωB97M-V functional and the def2-TZVPD basis.

HOMO: -16.455 eV
frontier orbital gap: 0.43043 Ha
LUMO energy: -4.743 eV
M: 60.1 Da
energy above the lowest of the compared OMol25 structures with the same formula, charge and spin: 82.1 kcal per mole

```
! RIJCOSX wB97M-V def2-TZVPD def2/J DEFGRID3
* xyz 1 1
C 1.025 0.798 -0.418
C -1.763 0.997 0.299
C 0.157 -0.288 -0.050
N -1.098 -0.231 0.091
H 1.870 0.871 0.290
H 1.197 0.571 -1.575
H 0.611 1.847 -0.637
H -2.480 0.731 1.165
H -1.030 1.665 0.501
H -2.446 1.369 -0.367
H 0.599 -1.284 -0.068
H 2.294 -2.613 0.460
H -1.779 -0.988 0.009
H 2.845 -3.444 0.300
*
```

These are the Löwdin partial charges, in e, on atoms 1 to 2:
1 C -0.03
2 C -0.01

(8)
Here is a structure of composition C52H47N9O2STi from OMol25. Energies are from the ωB97M-V functional and the def2-TZVPD basis.

HOMO (alpha / beta): -9.655 / -10.062 eV
frontier orbital gap (alpha / beta): 0.22140 / 0.23682 Ha
LUMO energy (alpha / beta): -3.631 / -3.617 eV
expectation value of S²: 0.762
M: 909.9 Da
energy above the lowest of the compared OMol25 structures with the same formula, charge and spin: 23.6 kcal per mole

```
! RIJCOSX wB97M-V def2-TZVPD def2/J DEFGRID3
* xyz 1 2
Ti 0.020 -0.096 0.062
O 0.639 -4.379 1.571
C -0.385 -4.291 2.458
C -0.826 -5.461 3.068
C -1.857 -5.416 3.987
C -2.451 -4.205 4.330
C -2.014 -3.039 3.738
C -0.990 -3.066 2.788
C -0.555 -1.814 2.156
O 0.053 -1.833 0.993
N -0.712 -0.692 2.802
N -0.089 0.311 2.108
C 0.304 1.312 2.810
C 1.241 2.277 2.260
C 1.582 3.420 2.981
C 2.480 4.314 2.432
C 3.030 4.019 1.192
C 2.651 2.846 0.559
N 1.764 1.992 1.059
H 0.718 -3.505 1.155
H -0.341 -6.393 2.812
H -2.209 -6.336 4.436
H -3.252 -4.178 5.057
H -2.456 -2.082 3.978
H 0.009 1.380 3.853
H 1.131 3.593 3.949
H 2.750 5.220 2.958
H 3.756 4.677 0.733
H 3.092 2.571 -0.394
C -0.660 -4.271 -1.304
C -1.453 -3.288 -2.125
C -2.627 -3.777 -2.688
C -3.463 -2.973 -3.429
C -3.109 -1.651 -3.632
C -1.948 -1.119 -3.093
C -1.649 0.319 -3.397
C -1.110 -1.932 -2.307
N 0.045 -1.414 -1.624
C 1.154 -2.069 -1.775
C 1.393 -2.984 -2.940
C 2.296 -1.820 -0.865
C 3.435 -2.798 -0.893
N 2.246 -0.822 -0.060
C 3.404 -0.439 0.692
C 4.484 0.181 0.036
C 4.616 0.229 -1.462
C 5.512 0.738 0.788
C 5.519 0.658 2.167
C 4.517 -0.058 2.794
C 3.471 -0.630 2.082
C 2.517 -1.525 2.828
H -1.307 -4.735 -0.558
H 0.176 -3.824 -0.783
H -0.283 -5.073 -1.943
H -2.881 -4.816 -2.515
H -4.375 -3.371 -3.854
H -3.748 -1.007 -4.223
H -2.411 0.721 -4.061
H -0.683 0.431 -3.888
H -1.650 0.909 -2.481
H 0.514 -3.033 -3.576
H 1.661 -3.994 -2.631
H 2.231 -2.595 -3.527
H 3.059 -3.784 -0.601
H 4.211 -2.506 -0.191
H 3.870 -2.895 -1.887
H 3.655 0.278 -1.953
H 5.134 -0.663 -1.827
H 5.208 1.092 -1.766
H 6.324 1.230 0.267
H 6.320 1.106 2.740
H 4.546 -0.207 3.867
H 3.005 -1.919 3.718
H 2.219 -2.368 2.211
H 1.623 -1.000 3.159
N -0.676 4.556 -0.593
C -1.859 5.063 -0.014
C -2.371 6.285 -0.417
C -3.532 6.774 0.166
C -4.196 6.031 1.127
C -3.700 4.790 1.507
C -2.526 4.321 0.946
S -1.848 2.764 1.456
N -0.850 2.336 0.151
C -0.396 3.218 -0.659
C 0.500 2.756 -1.737
C 0.969 3.627 -2.718
C 1.794 3.159 -3.722
C 2.095 1.812 -3.740
C 1.557 1.011 -2.748
N 0.802 1.445 -1.744
H -0.276 5.150 -1.295
H -1.856 6.857 -1.182
H -3.917 7.737 -0.141
H -5.101 6.407 1.583
H -4.212 4.190 2.250
H 0.692 4.670 -2.725
H 2.177 3.827 -4.482
H 2.724 1.386 -4.509
H 1.729 -0.050 -2.789
N -7.514 -1.137 0.350
C -6.385 -0.952 0.237
C -4.975 -0.748 0.117
C -4.096 -1.786 0.412
C -2.730 -1.582 0.326
C -2.135 -0.355 -0.021
C -3.070 0.636 -0.369
C -4.444 0.464 -0.304
H -4.486 -2.755 0.703
H -2.125 -2.454 0.520
H -2.741 1.597 -0.740
H -5.112 1.273 -0.575
*
```

These are the Löwdin partial charges, in e, on atoms 1 to 2:
1 Ti 1.01
2 O 0.04